C37H48Cl2N3O6S | ωB97M-V/def2-TZVPD

Structure (XYZ):
```
97
Properties=species:S:1:pos:R:3:forces:R:3:lowdin_spin:R:1
C 3.006 4.274 -0.159 0.73 0.57 -0.34 0.00
C 2.265 4.112 -1.608 -0.52 -0.12 2.08 0.00
Cl 3.439 4.410 -3.017 -1.01 -0.35 1.28 0.00
C 1.634 2.604 -1.648 0.09 1.11 0.69 0.00
C 0.411 2.627 -0.579 -0.61 -1.25 2.13 0.00
C 0.466 1.984 0.718 0.04 0.84 -1.45 0.00
C 1.766 1.129 1.200 -0.56 0.65 -0.76 0.00
C 1.842 -0.243 0.352 -0.15 -0.98 0.29 0.00
C 0.610 -1.243 0.586 -2.63 -3.28 1.09 0.00
C 0.893 -2.637 1.318 -3.83 0.88 -1.28 0.00
C -0.297 -3.670 1.530 -0.64 2.85 -1.60 0.00
C -1.777 -3.377 1.042 2.89 3.33 -0.72 0.00
C -2.066 -2.006 0.349 3.93 -0.82 1.23 0.00
C -0.872 -0.997 0.131 0.71 -2.06 1.20 0.00
C -0.746 2.060 1.786 -0.72 -0.66 2.74 0.00
O -0.643 1.617 2.986 0.07 1.75 -5.21 0.00
C -2.152 2.707 1.370 -1.85 1.29 -1.57 0.00
C -3.390 2.669 2.374 0.30 1.24 -3.33 0.00
C -4.761 3.272 1.956 3.06 -0.28 -2.51 0.00
C -6.036 3.267 2.948 0.54 1.16 0.18 0.00
C -5.817 2.402 4.291 0.42 0.09 -0.58 0.00
N -6.785 2.811 5.380 0.55 -1.10 -1.00 0.00
C -4.844 3.905 0.465 1.81 -1.03 1.12 0.00
C -6.249 4.494 -0.030 0.66 0.85 -0.63 0.00
C -6.875 3.767 -1.328 -0.99 -0.47 0.47 0.00
C -6.706 2.164 -1.359 -0.53 -0.54 -1.16 0.00
C -7.860 1.358 -0.559 1.08 0.50 0.77 0.00
S -7.800 -0.451 -1.104 -4.52 -3.21 -4.63 0.00
O -7.604 -0.592 -2.601 0.65 1.38 4.16 0.00
O -9.089 -1.186 -0.762 3.94 2.56 0.65 0.00
Cl -6.168 -1.455 -0.222 -0.80 1.01 -0.08 0.00
C -3.603 3.970 -0.527 0.11 -1.52 3.84 0.00
N -3.798 4.604 -1.873 -0.50 -5.54 -1.97 0.00
C -3.897 3.556 -2.685 0.63 -1.97 -0.38 0.00
O -3.937 2.525 -3.388 0.07 6.60 3.98 0.00
C -2.223 3.375 -0.085 -2.25 -0.42 2.28 0.00
C -0.920 3.419 -1.027 0.28 1.35 -2.25 0.00
O -0.898 4.078 -2.131 -0.28 -2.91 4.75 0.00
H 3.513 5.314 -0.053 -0.94 -1.76 -0.38 0.00
H 2.276 4.177 0.721 0.85 0.08 -1.53 0.00
H 3.836 3.492 -0.015 -1.23 1.09 -0.39 0.00
H 1.448 4.931 -1.612 1.39 -1.54 -0.56 0.00
H 1.295 2.325 -2.711 0.33 0.48 1.76 0.00
H 2.497 1.907 -1.301 -1.77 1.10 -0.63 0.00
H 1.751 0.936 2.337 -0.32 0.22 -1.93 0.00
H 2.704 1.777 0.987 -1.56 -1.16 0.27 0.00
H 1.943 -0.089 -0.788 -0.19 0.05 1.89 0.00
H 2.799 -0.809 0.689 -1.63 0.89 -0.58 0.00
H 1.966 -2.871 1.684 -2.10 0.32 -0.71 0.00
H -0.099 -4.684 2.036 -0.24 1.88 -0.89 0.00
H -2.652 -4.099 1.180 1.68 1.01 -0.10 0.00
H -3.118 -1.699 -0.012 2.00 -0.66 0.66 0.00
H -1.091 0.006 -0.398 0.29 -1.89 0.92 0.00
H -3.189 2.162 3.392 -0.44 0.99 -2.00 0.00
H -7.023 3.009 2.389 1.82 0.13 0.93 0.00
H -6.174 4.371 3.296 0.22 -1.79 -0.60 0.00
H -5.901 1.293 3.994 0.25 1.46 0.52 0.00
H -4.765 2.606 4.722 -1.68 -0.38 -0.86 0.00
H -6.664 2.105 6.139 -0.45 0.85 -0.79 0.00
H -7.739 2.726 4.994 0.58 -0.12 0.54 0.00
H -7.058 4.556 0.787 1.61 -0.35 -1.06 0.00
H -6.045 5.598 -0.344 -0.35 -1.85 0.56 0.00
H -8.023 3.971 -1.290 1.93 -0.25 -0.17 0.00
H -6.517 4.214 -2.323 -0.30 -0.71 1.70 0.00
H -5.679 1.775 -1.032 -1.45 0.78 -0.30 0.00
H -6.823 1.848 -2.474 0.20 0.45 1.97 0.00
H -8.931 1.734 -0.789 1.77 -0.99 0.24 0.00
H -7.675 1.313 0.589 -0.41 0.12 -1.99 0.00
C 7.638 -2.793 -1.914 0.25 -0.21 -0.14 0.00
C 6.324 -2.801 -1.086 1.46 1.32 -0.42 0.02
C 6.644 -3.052 0.406 -0.21 -0.32 0.12 0.01
C 7.026 -4.497 0.712 0.04 -0.02 -0.03 0.00
C 5.977 -5.464 0.175 -0.02 0.38 0.20 0.01
C 5.665 -5.249 -1.323 0.51 -1.82 -0.73 0.02
N 5.381 -3.816 -1.651 -3.20 0.59 3.13 0.32
O 4.124 -3.521 -1.187 2.37 -0.51 -1.47 0.60
C 6.846 -5.766 -2.176 0.39 0.10 0.01 0.00
C 4.492 -6.185 -1.721 -0.38 0.60 0.09 0.00
C 5.788 -1.353 -1.224 -0.79 -0.25 0.06 0.00
H 8.062 -1.788 -2.000 -0.23 -0.07 0.19 0.00
H 8.424 -3.406 -1.468 -0.10 -0.07 -0.09 0.00
H 7.470 -3.137 -2.939 -0.04 -0.03 0.16 0.00
H 5.775 -2.790 1.023 -0.07 0.01 -0.22 0.00
H 7.456 -2.392 0.733 -0.11 0.06 -0.28 0.00
H 8.010 -4.732 0.292 -0.04 0.02 -0.02 0.00
H 7.122 -4.628 1.795 0.01 0.02 -0.11 0.00
H 6.320 -6.491 0.343 -0.11 0.05 -0.27 0.00
H 5.062 -5.350 0.770 -0.04 0.07 -0.23 0.00
H 6.691 -5.551 -3.237 -0.04 0.05 0.12 0.00
H 6.951 -6.853 -2.080 -0.24 0.19 0.10 0.00
H 7.812 -5.356 -1.883 -0.10 0.08 -0.06 0.00
H 3.598 -6.027 -1.111 0.13 0.20 -0.11 0.00
H 4.770 -7.236 -1.590 0.26 0.24 0.03 0.00
H 4.218 -6.048 -2.773 0.05 0.06 0.17 0.00
H 5.547 -1.119 -2.266 0.00 -0.10 0.10 0.00
H 6.531 -0.623 -0.887 0.14 -0.37 -0.04 0.00
H 4.894 -1.174 -0.617 0.07 -0.23 -0.21 0.00
```
Positions in Å, forces in eV/Å.

## Properties
Lowest unoccupied orbital energy, eV: -1.84
Multiplicity: 2
Largest force on an atom, eV Å⁻¹: 7.7
Kohn-Sham gap, Ha: 0.2484